# 1
Below is C9H18Cl6F6O6P as an isolated structure at a distorted geometry, with properties calculated with ωB97M-V/def2-TZVPD.

Each line ends with the Mulliken charge.
Cartesian coordinates (Å):
P  25.587  23.188  -18.714  2.58
F  25.015  21.831  -19.496  -0.51
F  25.962  23.924  -20.052  -0.50
F  23.999  23.738  -18.729  0.10
F  26.084  24.474  -17.848  -0.63
F  25.328  22.461  -17.348  -0.57
F  27.010  22.509  -18.654  -0.14
C  23.792  24.151  -16.984  -0.38
O  22.807  25.076  -16.463  -0.43
C  22.836  26.463  -16.493  0.69
O  22.074  27.164  -15.858  -0.62
O  23.723  26.780  -17.400  -0.20
C  23.674  28.029  -18.097  -0.78
H  24.220  24.435  -17.945  0.53
H  23.402  23.145  -17.140  -0.18
H  24.632  24.043  -16.298  0.23
H  24.079  28.893  -17.569  0.28
H  22.649  28.261  -18.386  0.34
H  24.289  27.958  -18.994  0.28
C  30.661  24.194  -15.066  -0.81
O  29.691  23.844  -15.940  -0.21
C  29.156  24.652  -16.823  0.83
O  29.187  25.893  -16.830  -0.68
O  28.448  23.920  -17.593  0.09
C  27.883  24.443  -18.792  -1.22
H  31.603  24.040  -15.593  0.31
H  30.606  23.593  -14.159  0.24
H  30.699  25.238  -14.755  0.35
H  28.132  25.476  -19.035  0.36
H  26.819  24.235  -18.686  -0.17
H  28.022  23.858  -19.702  0.40
C  27.005  22.162  -16.289  0.91
Cl  28.135  21.295  -17.421  -0.36
Cl  27.240  21.916  -14.598  -0.25
H  26.975  23.218  -16.557  -0.29
H  25.989  21.832  -16.509  0.03
C  24.989  23.199  -21.492  0.49
Cl  23.216  22.795  -21.238  -0.21
Cl  25.422  22.971  -23.194  -0.25
H  25.195  24.224  -21.183  0.10
H  25.607  22.443  -21.007  -0.16
C  23.249  21.289  -18.374  0.89
Cl  21.865  21.508  -17.313  -0.27
Cl  24.301  19.973  -17.801  -0.20
H  22.856  21.167  -19.383  0.30
H  23.855  22.194  -18.342  -1.29

The value obtained for the highest occupied orbital energy is -5.7 eV. The net charge is -1. For the frontier orbital gap, the calculation gives 8.227 eV.

# 2
Below is C27H34N6O4PtSTe as an isolated structure at a distorted geometry, with properties calculated with ωB97M-V/def2-TZVPD.

Each line ends with the Mulliken charge.
Cartesian coordinates (Å):
Pt  -0.264  0.101  0.396  2.47
C  -1.800  -2.194  2.471  -1.17
C  -0.348  -2.091  2.814  1.31
C  0.239  -3.007  3.683  -0.95
C  1.585  -2.904  3.973  -0.77
C  2.312  -1.862  3.419  -0.96
C  1.670  -0.965  2.583  0.68
N  0.367  -1.101  2.269  -0.10
C  2.372  0.188  1.990  0.78
C  3.560  0.699  2.494  -0.89
C  4.142  1.780  1.854  -0.86
C  3.524  2.333  0.744  -0.94
C  2.318  1.796  0.310  0.59
N  1.781  0.746  0.934  0.13
C  1.568  2.298  -0.858  0.82
C  1.979  3.404  -1.581  -0.84
C  1.254  3.793  -2.698  -0.65
C  0.161  3.045  -3.079  -0.95
C  -0.206  1.935  -2.319  0.78
C  -1.343  1.074  -2.771  -0.76
N  0.470  1.599  -1.217  -0.25
H  -2.336  -2.775  3.219  0.60
H  -1.926  -2.682  1.503  0.12
H  -2.231  -1.198  2.409  -0.23
H  -0.366  -3.789  4.120  0.49
H  2.062  -3.620  4.628  0.49
H  3.366  -1.762  3.629  0.38
H  4.019  0.276  3.375  0.39
H  5.073  2.194  2.216  0.47
H  3.978  3.165  0.232  0.36
H  2.850  3.968  -1.289  0.38
H  1.556  4.659  -3.270  0.48
H  -0.411  3.301  -3.959  0.48
H  -1.127  0.681  -3.766  0.44
H  -2.258  1.663  -2.851  0.44
H  -1.482  0.238  -2.088  -0.51
C  -4.123  0.727  -0.840  -1.06
Te  -2.677  1.328  0.635  0.29
C  -3.908  0.557  2.207  -1.20
H  -4.779  -0.017  -0.397  0.46
H  -3.638  0.325  -1.722  0.21
H  -4.699  1.611  -1.104  0.43
H  -4.843  1.111  2.160  0.36
H  -3.429  0.734  3.166  0.41
H  -4.098  -0.502  2.053  0.39
C  -4.594  -5.493  -5.002  -1.06
C  -3.917  -6.694  -4.362  -0.59
S  -3.450  -6.360  -2.654  1.25
O  -3.317  -7.585  -1.922  -0.65
O  -4.313  -5.336  -2.102  -0.64
C  -1.779  -5.603  -2.733  -0.71
C  -1.314  -5.350  -1.287  -1.37
N  -0.646  -4.055  -1.071  0.31
C  -1.227  -2.841  -0.943  -0.16
N  -0.314  -1.915  -0.642  -0.61
C  0.891  -2.542  -0.576  -0.60
C  0.704  -3.862  -0.841  -0.14
N  1.740  -4.861  -0.892  1.07
O  2.800  -4.536  -0.397  -0.60
O  1.501  -5.911  -1.455  -0.61
C  -2.658  -2.523  -1.135  -0.47
H  -5.049  -5.786  -5.947  0.37
H  -3.884  -4.689  -5.199  0.28
H  -5.377  -5.116  -4.348  0.32
H  -2.995  -6.992  -4.862  0.38
H  -4.576  -7.559  -4.287  0.43
H  -1.865  -4.687  -3.319  0.41
H  -1.125  -6.309  -3.240  0.58
H  -0.607  -6.120  -1.015  0.44
H  -2.165  -5.422  -0.609  0.61
H  1.819  -2.026  -0.395  0.71
H  -3.304  -3.391  -1.045  0.46
H  -2.807  -2.120  -2.142  0.31
H  -2.957  -1.757  -0.420  -0.24

The value obtained for the highest occupied orbital energy (alpha / beta) is -13.9 / -13.7 eV. The net charge is +2. For the frontier orbital gap (alpha / beta), the calculation gives 6.756 / 6.819 eV.

# 3
Below is C16H19I3InN7O4 as an isolated structure, with properties calculated with ωB97M-V/def2-TZVPD.

Each line ends with the Mulliken charge.
Cartesian coordinates (Å):
In  -0.525  1.026  -0.249  2.06
O  -4.627  1.349  0.665  -0.73
C  -3.526  0.988  0.296  0.24
O  -2.650  1.669  -0.356  -0.77
C  -3.076  -0.436  0.640  0.43
C  -3.903  -1.450  1.089  -0.98
C  -3.349  -2.712  1.277  -0.54
C  -2.006  -2.939  1.008  -0.59
C  -1.242  -1.866  0.581  0.25
N  -1.789  -0.669  0.432  0.57
C  0.228  -1.935  0.168  0.04
O  0.777  -3.016  0.145  -0.75
O  0.756  -0.788  -0.117  -0.70
H  -4.948  -1.240  1.263  0.62
H  -3.974  -3.528  1.617  0.45
H  -1.544  -3.910  1.109  0.61
N  -1.740  2.417  3.741  -0.03
C  -1.441  3.640  3.190  -0.67
C  -0.873  3.377  1.987  -0.33
N  -0.822  2.016  1.804  0.25
C  -1.356  1.469  2.874  -0.62
H  -2.163  2.250  4.637  0.20
H  -1.653  4.564  3.694  0.40
H  -0.492  4.056  1.245  0.36
H  -1.446  0.413  3.066  0.54
I  1.872  -0.390  2.662  0.22
I  1.937  0.367  5.213  -0.17
C  -1.898  -0.518  -2.704  -0.58
N  -2.147  -0.795  -4.104  0.12
C  -2.594  0.441  -4.750  -0.68
N  -1.596  1.503  -4.637  0.04
C  -1.356  1.766  -3.233  -0.73
N  -0.866  0.545  -2.519  0.56
C  0.381  0.080  -3.206  -0.68
N  0.142  -0.187  -4.610  0.04
C  -0.890  -1.215  -4.726  -0.69
C  -0.350  1.037  -5.245  -0.76
H  -1.540  -1.429  -2.218  0.15
H  -2.819  -0.181  -2.225  0.07
H  -3.524  0.772  -4.284  0.36
H  -2.781  0.239  -5.807  0.34
H  -2.276  2.090  -2.744  0.31
H  -0.593  2.539  -3.125  0.31
H  0.730  -0.822  -2.701  0.23
H  1.136  0.859  -3.096  0.28
H  -0.539  -2.130  -4.244  0.36
H  -1.070  -1.421  -5.783  0.35
H  -0.526  0.842  -6.305  0.32
H  0.408  1.817  -5.151  0.35
I  1.473  2.811  -0.803  -0.45

The value obtained for the highest occupied orbital energy is -9.1 eV. The value obtained for the relative energy (zero: lowest compared OMol25 entry of this formula, charge and spin) is 0.0 kJ/mol. For the frontier orbital gap, the calculation gives 7.728 eV.

# 4
Below is C21H23BN8OS2SbSe4Tc as an isolated structure at a distorted geometry, with properties calculated with ωB97M-V/def2-TZVPD.

Each line ends with the Mulliken charge.
Cartesian coordinates (Å):
Tc  1.443  0.424  0.794  0.30
Se  3.129  -2.955  4.451  -0.40
Sb  3.206  -0.707  3.904  0.71
Se  0.993  0.343  3.201  -0.22
Se  3.676  -0.394  1.149  -0.17
Se  4.860  0.964  4.069  -0.34
C  4.662  3.127  0.728  -0.69
N  3.919  3.058  -0.531  0.32
C  4.473  3.242  -1.776  -0.49
C  3.451  3.211  -2.670  -0.58
N  2.279  3.015  -1.979  -0.10
B  0.875  3.228  -2.657  0.70
N  -0.149  2.038  -2.408  0.30
C  -1.449  2.252  -2.802  -0.80
C  -2.114  1.072  -2.745  -0.45
N  -1.214  0.133  -2.310  0.29
C  -1.506  -1.284  -2.137  -0.73
C  -0.034  0.748  -2.101  0.17
S  1.370  -0.087  -1.469  -0.39
C  2.592  2.924  -0.693  0.13
S  1.447  2.648  0.607  -0.35
H  5.628  2.651  0.585  0.36
H  4.114  2.614  1.514  0.06
H  4.800  4.169  1.010  0.32
H  5.531  3.391  -1.909  0.51
H  3.453  3.327  -3.740  0.51
H  0.368  4.218  -2.210  -0.08
H  1.084  3.280  -3.834  -0.14
H  -1.783  3.227  -3.113  0.54
H  -3.136  0.819  -2.971  0.53
H  -2.580  -1.394  -2.017  0.37
H  -1.011  -1.642  -1.239  0.08
H  -1.173  -1.845  -3.008  0.34
N  -8.528  0.743  0.227  -0.40
C  -7.389  0.670  0.358  -0.15
C  -5.962  0.582  0.514  0.53
C  -5.218  1.730  0.777  -0.78
C  -3.846  1.644  0.921  -0.50
C  -3.208  0.407  0.793  0.45
C  -3.959  -0.740  0.530  -0.20
C  -5.333  -0.656  0.396  -0.93
C  -1.780  0.328  0.908  0.80
C  -0.567  0.271  0.907  -0.46
H  -5.721  2.683  0.876  0.50
H  -3.263  2.529  1.134  0.54
H  -3.468  -1.701  0.431  0.56
H  -5.923  -1.541  0.200  0.47
C  0.224  -5.369  1.708  -1.02
N  0.813  -4.146  1.170  0.08
C  2.131  -4.101  0.567  -0.29
C  2.309  -2.628  0.487  -0.15
O  3.424  -2.071  0.145  -0.57
N  1.268  -1.951  0.890  1.43
C  0.395  -2.911  1.405  -0.38
N  -0.718  -2.579  2.013  -0.12
H  0.509  -6.202  1.071  0.35
H  -0.862  -5.298  1.686  0.38
H  0.572  -5.549  2.725  0.34
H  2.171  -4.586  -0.412  0.36
H  2.899  -4.527  1.217  0.35
H  -0.937  -1.592  2.110  -0.01
H  -1.237  -3.252  2.554  0.24

The value obtained for the highest occupied orbital energy (alpha / beta) is -13.6 / -13.6 eV. The value obtained for the relative energy (zero: lowest compared OMol25 entry of this formula, charge and spin) is 156.9 kJ/mol. The net charge is +2. For the frontier orbital gap (alpha / beta), the calculation gives 4.961 / 4.956 eV.